Entry 1:
Molecular formula: C33H46N5O4SSiTi
Method: DFT, ωB97M-V with the def2-TZVPD basis set

Geometry as XYZ:
```
91
Properties=species:S:1:pos:R:3:forces:R:3
Ti 0.598 -0.810 -0.905 0.721 -0.100 1.712
C 4.394 0.561 -2.395 -0.015 -0.029 0.075
C 4.217 0.507 -3.795 -0.128 -0.101 -0.047
C 3.111 -0.101 -4.301 0.130 0.117 0.059
C 2.138 -0.700 -3.446 -0.063 -0.160 0.026
N 2.285 -0.549 -2.072 0.279 0.297 -0.413
C 3.410 0.046 -1.608 0.296 0.038 0.061
N 1.178 -1.405 -4.050 -0.078 0.116 -0.001
C 0.338 -2.188 -3.382 0.159 -0.037 -0.384
N 0.344 -2.307 -2.017 -0.415 -0.396 -0.513
C -0.377 -3.405 -1.615 0.319 -0.387 0.323
N -0.280 -3.935 -0.412 -0.365 0.008 -0.112
C 0.688 -3.519 0.428 0.331 0.085 -0.040
C 0.945 -4.345 1.550 0.032 0.014 0.050
C 2.024 -4.118 2.354 -0.032 0.043 -0.102
C 2.883 -3.051 2.047 0.005 0.016 -0.004
C 2.547 -2.236 1.001 0.206 0.036 0.017
N 1.463 -2.397 0.218 0.026 -1.152 0.755
C -1.021 -3.941 -2.788 0.078 0.320 -0.329
C -1.897 -5.008 -2.977 -0.030 -0.068 0.054
C -2.316 -5.288 -4.261 -0.034 -0.082 0.122
C -1.870 -4.529 -5.357 0.093 0.130 -0.079
C -0.988 -3.481 -5.191 -0.005 -0.023 -0.114
C -0.561 -3.180 -3.898 -0.094 -0.060 0.411
H 5.265 1.022 -1.954 -0.024 -0.009 0.050
H 4.963 0.933 -4.453 -0.025 -0.001 -0.029
H 2.934 -0.194 -5.362 0.008 -0.004 -0.009
H 3.491 0.129 -0.530 -0.035 0.019 -0.007
H 0.266 -5.170 1.706 0.006 -0.011 0.003
H 2.230 -4.760 3.201 -0.028 -0.017 -0.007
H 3.766 -2.847 2.635 0.011 0.022 -0.030
H 3.179 -1.386 0.770 -0.063 0.035 0.038
H -2.236 -5.589 -2.129 -0.001 -0.016 -0.025
H -2.999 -6.109 -4.434 -0.011 0.012 0.012
H -2.226 -4.774 -6.349 0.001 -0.010 0.004
H -0.635 -2.894 -6.029 -0.009 -0.038 -0.017
C 1.533 3.572 1.572 -0.121 -0.141 -0.031
C 0.989 2.934 0.296 0.198 0.364 -0.088
C 2.086 2.868 -0.759 -0.146 -0.113 0.128
C -0.161 3.790 -0.239 -0.025 -0.291 0.091
O 0.559 1.564 0.547 0.048 0.343 0.057
Si -0.619 1.070 1.623 -0.052 -0.169 -0.072
S -0.932 -0.907 1.020 0.201 0.157 0.278
O -1.951 1.999 1.475 -0.021 -0.057 -0.188
C -3.159 2.073 2.256 -0.132 0.197 0.049
C -3.073 3.360 3.070 0.025 -0.094 -0.041
C -3.345 0.875 3.189 0.256 0.048 -0.160
C -4.312 2.124 1.260 0.109 -0.044 0.025
O -0.151 1.364 3.163 -0.078 -0.102 0.041
C 0.744 0.764 4.099 0.156 -0.112 0.220
C 1.086 1.845 5.120 -0.067 -0.036 -0.113
C 0.037 -0.411 4.771 -0.051 0.118 -0.117
C 2.008 0.278 3.400 -0.127 0.109 -0.088
H 1.853 4.592 1.355 0.014 0.008 0.007
H 2.390 3.016 1.956 -0.020 0.017 -0.011
H 0.762 3.601 2.342 0.037 0.049 0.033
H 2.293 3.867 -1.142 0.035 0.003 0.008
H 1.763 2.237 -1.588 0.022 0.036 -0.063
H 3.008 2.466 -0.340 0.008 -0.043 -0.021
H 0.201 4.796 -0.448 0.028 -0.008 -0.007
H -0.968 3.842 0.487 -0.045 0.057 -0.022
H -0.552 3.360 -1.159 -0.026 0.022 -0.040
H -2.175 3.328 3.689 -0.025 0.034 0.038
H -3.947 3.465 3.715 0.000 0.030 0.003
H -3.013 4.227 2.410 -0.006 -0.005 0.000
H -2.623 0.910 4.004 0.004 -0.038 0.034
H -3.206 -0.058 2.641 -0.061 -0.046 -0.001
H -4.352 0.888 3.605 0.003 0.021 0.025
H -4.182 2.955 0.566 0.018 -0.010 -0.001
H -5.260 2.245 1.786 -0.011 0.022 -0.012
H -4.344 1.193 0.693 -0.048 0.022 -0.022
H 0.178 2.210 5.601 0.003 -0.003 -0.003
H 1.580 2.684 4.628 0.022 0.001 0.018
H 1.752 1.442 5.884 -0.005 0.022 0.018
H -0.805 -0.055 5.368 -0.005 -0.015 0.005
H 0.723 -0.953 5.423 0.003 0.003 0.010
H -0.341 -1.091 4.005 0.035 -0.059 0.041
H 2.425 1.073 2.779 0.037 -0.036 0.041
H 1.762 -0.571 2.766 0.048 -0.065 -0.045
H 2.758 -0.029 4.130 -0.014 -0.054 -0.003
C -1.331 0.573 -4.020 0.263 -0.146 0.258
C -1.413 0.847 -2.521 -0.751 0.315 -0.337
C -2.734 0.361 -1.937 0.314 0.003 0.120
O -0.340 0.270 -1.801 -1.337 1.085 -1.616
H -2.024 1.227 -4.549 -0.038 0.009 0.051
H -1.591 -0.464 -4.233 -0.005 -0.011 -0.045
H -0.322 0.749 -4.390 -0.002 0.054 -0.066
H -1.360 1.931 -2.382 0.194 -0.023 0.157
H -2.839 -0.714 -2.102 -0.039 -0.006 -0.007
H -3.563 0.884 -2.415 -0.010 -0.022 -0.035
H -2.757 0.551 -0.866 -0.059 -0.005 -0.009
```
Forces are in eV/Å.

Values from the calculation:
spin multiplicity: 2
<S²>: 0.7754
lowest unoccupied orbital energy (alpha / beta): -0.0169 / -0.0255 hartree
net charge: 0

***

Entry 2:
Molecular formula: C33H46O30
Method: DFT, ωB97M-V with the def2-TZVPD basis set

Geometry as XYZ:
```
109
Properties=species:S:1:pos:R:3:forces:R:3
C 0.939 -2.669 10.014 -0.145 -1.231 0.881
C 0.536 -3.822 11.021 1.595 -0.523 -2.072
O -0.452 -3.248 11.750 -2.138 0.405 2.349
C -0.589 -1.950 11.553 -1.161 3.156 0.890
O -1.354 -1.181 12.131 1.922 -2.374 -1.474
O 0.304 -1.538 10.609 -0.316 -0.112 -0.209
H 0.531 -2.924 9.036 0.028 0.523 -0.100
H 2.014 -2.493 9.973 -0.180 -0.021 -0.083
H 1.372 -4.171 11.626 -0.036 0.203 0.242
H 0.066 -4.691 10.561 0.439 -0.028 -0.430
C 7.780 8.730 -0.010 1.692 -0.074 -1.279
C 8.747 7.491 -0.131 0.326 0.759 1.206
O 9.778 7.853 0.921 -1.034 -1.907 -2.158
C 9.287 8.729 1.757 0.212 1.204 3.257
O 9.791 8.926 2.878 -2.130 0.094 -3.787
O 8.158 9.357 1.198 1.002 -0.897 2.205
H 6.725 8.466 -0.070 0.146 0.032 0.378
H 8.032 9.505 -0.734 -0.350 -0.366 -0.625
H 9.288 7.213 -1.036 0.029 1.082 -0.171
H 8.223 6.558 0.073 0.097 0.071 0.981
C 4.766 -10.203 -5.759 3.190 -0.768 -3.229
C 4.116 -10.444 -4.534 -0.336 -2.414 2.893
O 3.318 -9.345 -4.342 -1.065 1.917 1.010
C 3.585 -8.347 -5.270 -0.914 0.838 1.441
O 3.177 -7.201 -5.134 1.321 -3.251 -1.104
O 4.343 -8.930 -6.233 -0.247 0.728 -0.366
H 4.698 -11.078 -6.406 -0.839 0.692 -1.064
H 5.841 -10.219 -5.580 0.226 0.858 -0.283
H 4.919 -10.657 -3.829 -0.233 1.058 1.115
H 3.624 -11.414 -4.463 -1.107 0.349 -0.411
C 0.022 8.573 -4.174 -3.088 -0.556 -1.371
C -0.615 9.022 -5.498 -0.953 -1.025 -0.078
O 0.461 9.632 -6.157 1.344 0.913 -0.557
C 1.591 9.003 -5.704 2.976 1.469 -3.582
O 2.706 8.975 -6.219 -2.903 0.614 0.656
O 1.335 8.383 -4.626 0.082 -1.718 4.411
H -0.459 7.653 -3.843 0.626 -0.407 -0.179
H -0.326 9.270 -3.412 1.726 0.650 0.349
H -1.520 9.621 -5.391 0.478 0.540 -0.026
H -0.883 8.205 -6.168 -0.279 -0.497 0.376
C -5.590 -7.050 -1.197 -2.528 1.423 0.439
C -4.246 -6.417 -1.187 0.531 0.148 1.475
O -3.438 -7.569 -0.971 0.889 -1.317 -0.182
C -4.145 -8.700 -1.277 3.194 -3.898 -1.137
O -3.693 -9.861 -1.450 -1.327 4.591 1.139
O -5.386 -8.379 -1.484 -1.471 -1.405 -1.037
H -6.363 -6.611 -1.827 0.371 -0.118 -0.553
H -6.068 -7.028 -0.217 0.282 0.238 0.368
H -4.202 -5.862 -0.249 0.388 0.558 -0.355
H -3.867 -5.833 -2.025 -0.323 -0.219 -0.140
C -9.534 -1.336 0.991 0.000 -1.350 -0.156
C -8.547 -0.698 0.041 0.058 0.687 1.055
O -7.488 -0.360 0.999 -0.344 2.427 -3.124
C -7.521 -1.138 2.013 2.082 -3.834 1.366
O -6.552 -1.389 2.692 -1.400 0.796 0.220
O -8.633 -1.928 1.992 -1.342 1.213 -0.236
H -10.070 -2.150 0.502 0.094 -0.117 0.160
H -10.303 -0.682 1.402 0.465 0.233 0.402
H -8.890 0.223 -0.431 0.083 -0.106 0.106
H -8.190 -1.397 -0.715 0.308 0.045 0.189
C 2.113 -9.998 5.347 0.665 -3.029 0.558
C 1.236 -8.956 4.656 0.136 -2.565 1.263
O 2.003 -7.920 4.996 1.278 6.746 -0.371
C 3.187 -8.106 5.651 -0.342 3.353 -0.797
O 3.986 -7.291 5.999 -0.706 0.659 -0.354
O 3.307 -9.330 5.816 0.181 -5.287 0.463
H 2.472 -10.796 4.697 -0.141 0.067 -0.148
H 1.761 -10.497 6.250 -0.683 0.165 -0.185
H 0.278 -8.816 5.156 -0.273 -0.378 -0.423
H 1.164 -9.138 3.584 -0.132 0.270 -0.008
C -0.025 2.349 -9.094 0.769 1.205 0.740
C -1.441 1.956 -8.694 0.940 -0.525 -0.625
C -1.732 0.490 -8.401 -0.955 0.652 -0.774
O -2.876 0.690 -7.525 -0.140 -0.892 1.200
C -2.712 1.850 -6.833 -2.806 0.965 4.675
O -3.299 2.260 -5.756 2.481 -2.601 -5.422
O -1.806 2.547 -7.444 1.519 1.894 -0.166
H 0.018 3.414 -9.325 -0.444 0.051 -0.572
H 0.517 1.823 -9.879 -0.773 -0.323 -0.190
H 0.692 2.388 -8.273 -0.304 -0.748 0.577
H -2.157 2.353 -9.414 -0.021 -0.197 -0.207
H -0.902 -0.093 -8.002 -0.117 0.299 0.777
H -2.083 -0.072 -9.266 -0.150 0.226 -0.008
C -2.674 9.845 2.835 -2.151 1.882 -1.125
C -1.973 9.046 3.763 1.784 -2.291 1.946
C -1.935 7.527 3.603 -0.547 -1.037 -2.194
O -0.563 7.195 3.237 -0.103 1.341 0.946
C 0.150 8.351 3.357 5.462 0.508 1.860
O 1.404 8.461 3.488 -4.889 -1.183 -1.335
O -0.606 9.445 3.518 -0.090 -1.048 0.763
H -2.575 10.842 3.264 -0.145 0.384 -0.590
H -3.740 9.622 2.820 -0.013 -0.051 -0.478
H -2.137 9.793 1.888 -0.657 0.070 -0.247
H -2.266 9.197 4.802 0.308 0.639 0.103
H -2.527 7.153 2.767 -0.072 0.545 -0.572
H -2.413 6.916 4.368 1.112 0.245 0.925
C 1.134 -1.152 1.619 -1.652 -0.314 1.201
C 1.586 -0.921 0.252 3.956 -1.695 1.226
C 0.656 -0.514 -0.757 -1.309 0.807 -0.852
O 0.923 0.895 -0.774 -3.676 1.014 -2.803
C 2.020 1.227 -0.173 2.189 5.978 -0.260
O 2.563 2.356 -0.101 -2.221 -3.172 -0.595
O 2.500 0.198 0.348 2.812 -3.566 2.276
H 0.481 -0.309 1.846 0.216 0.244 0.671
H 1.954 -1.284 2.324 -0.117 0.280 -0.106
H 0.467 -2.009 1.709 0.125 -0.289 -0.190
H 2.241 -1.727 -0.078 -0.168 -0.244 -0.062
H -0.375 -0.701 -0.457 -0.088 0.298 -0.161
H 0.854 -1.036 -1.694 -0.061 0.659 -0.355
```
Forces are in eV/Å.

Values from the calculation:
SMILES: C[C@H]1COC(=O)O1.C[C@H]1COC(=O)O1.C[C@H]1COC(=O)O1.O=C1OCCO1.O=C1OCCO1.O=C1OCCO1.O=C1OCCO1.O=C1OCCO1.O=C1OCCO1.O=C1OCCO1
lowest unoccupied orbital energy: -0.0032 hartree
net charge: 0

***

The records above give, respectively, molar mass values of 684.78; 922.70 g mol⁻¹.
The records above give, respectively, energy above the lowest of the compared OMol25 structures with the same formula, charge and spin values of 234.5; 821.9 kJ/mol.